{"formula": "C3H14O4", "method": "ωB97M-V/def2-TZVPD", "symbols": ["C", "C", "C", "O", "H", "H", "H", "H", "H", "H", "H", "H", "O", "H", "H", "O", "H", "H", "O", "H", "H"], "xyz": [[-1.47034, -0.54251, 0.56161], [-1.22091, 0.72177, 1.14293], [0.23694, 0.91955, 1.50389], [-1.69730, 1.60458, 0.08596], [-2.52413, -0.78435, 0.58730], [-1.00641, -0.83240, -0.35977], [-1.03951, -1.38314, 1.11883], [-1.91440, 0.79629, 1.91784], [0.58792, 0.54586, 2.46613], [0.96162, 0.60326, 0.78961], [0.29200, 1.96504, 1.66073], [-1.07942, 2.31525, 0.03771], [1.40368, -3.97307, 2.22498], [0.94358, -3.41315, 1.57941], [2.36520, -4.03263, 1.88329], [1.30599, 3.27657, -2.48718], [1.95525, 3.48600, -1.76004], [1.33475, 2.31975, -2.65450], [0.54546, -1.20561, -3.38659], [0.09755, -0.76864, -4.06162], [-0.07753, -1.61842, -2.85052]], "total_charge": 0, "relative_energy_kj_mol": 183.8, "lumo_ev": 0.4, "total_energy_ha": -423.59856, "homo_ha": -0.383}